{"formula": "C4H16O6Y2", "method": "ωB97M-V/def2-TZVPD", "total_charge": 2, "de_lowest_ev": 0.0000, "multiplicity": 1, "homo_energy_ev": -15.78, "lumo_ev": -8.5710, "symbols": ["Y", "Y", "C", "C", "O", "H", "H", "H", "H", "H", "C", "C", "O", "H", "H", "H", "H", "H", "O", "H", "O", "H", "O", "H", "H", "O", "H", "H"], "xyz": [[3.047, -0.013, 0.076], [0.633, -2.828, 0.905], [0.550, 3.814, -0.431], [1.736, 3.012, -0.940], [2.225, 2.032, -0.040], [0.627, 4.886, -0.604], [0.450, 3.734, 0.657], [-0.420, 3.510, -0.830], [2.555, 3.721, -1.082], [1.463, 2.605, -1.918], [-2.882, -2.466, -0.841], [-1.618, -2.148, -1.611], [-0.435, -2.670, -1.027], [-3.748, -2.076, -1.379], [-2.918, -2.023, 0.154], [-2.985, -3.552, -0.802], [-1.574, -1.050, -1.751], [-1.643, -2.501, -2.647], [0.939, -0.503, 0.736], [0.253, -0.088, 0.198], [2.715, -2.284, 0.158], [3.219, -3.028, -0.197], [-1.080, -1.772, 2.050], [-1.380, -2.164, 2.890], [-1.588, -0.947, 1.972], [0.549, 1.757, 2.458], [0.463, 0.838, 2.195], [0.845, 2.207, 1.653]], "mulliken_charge": [1.7161, 1.7418, -1.0926, -0.1436, -0.6433, 0.3480, 0.2761, 0.2636, 0.2942, 0.2880, -0.9433, -0.2074, -0.7252, 0.3611, 0.1773, 0.2836, 0.2535, 0.3279, -0.5370, 0.2879, -0.7127, 0.2649, -0.4826, 0.3426, 0.3172, -0.6475, 0.3011, 0.2900]}

***

{"formula": "C4H17HgNOP", "method": "ωB97M-V/def2-TZVPD", "total_charge": -1, "de_lowest_ev": 3.3607, "multiplicity": 1, "homo_energy_ev": [0.49, 0.32], "lumo_ev": [3.0854, 2.9101], "symbols": ["C", "Hg", "N", "H", "H", "H", "H", "H", "H", "H", "H", "C", "P", "C", "C", "O", "H", "H", "H", "H", "H", "H", "H", "H", "H"], "xyz": [[3.366, -1.712, -1.532], [0.583, -0.661, -1.027], [-0.221, -1.590, -2.759], [1.274, 0.098, 0.379], [2.482, -1.850, -0.858], [4.293, -1.658, -0.950], [3.251, -0.747, -2.081], [3.461, -2.683, -2.080], [-0.771, -0.945, -3.342], [-0.829, -2.397, -2.567], [0.524, -1.947, -3.366], [-1.822, 1.808, -0.111], [-0.940, 1.048, 1.311], [-0.509, 2.227, 2.635], [-1.695, -0.514, 1.906], [0.442, 0.689, 0.789], [-1.956, 1.072, -0.932], [-1.260, 2.682, -0.502], [-2.822, 2.149, 0.227], [-1.442, 2.594, 3.117], [0.120, 1.741, 3.411], [0.042, 3.100, 2.228], [-1.828, -1.233, 1.072], [-1.057, -0.981, 2.685], [-2.687, -0.289, 2.348]], "nbo_charge": [-0.8879, 0.3764, -1.5176, 0.1475, 0.2022, 0.2013, 0.2181, 0.2009, 0.3375, 0.3357, 0.3508, -1.3098, 1.8276, -1.0576, -1.2452, -1.2785, 0.2036, 0.2336, 0.2450, 0.2353, 0.2372, 0.2409, 0.2266, 0.2321, 0.2441]}

***

{"formula": "C4H17N2O2", "method": "ωB97M-V/def2-TZVPD", "total_charge": 1, "de_lowest_ev": 0.1262, "multiplicity": 1, "homo_energy_ev": -13.69, "lumo_ev": -2.5586, "symbols": ["C", "C", "C", "C", "N", "N", "H", "H", "H", "H", "H", "H", "H", "H", "H", "H", "H", "H", "H", "H", "H", "O", "H", "H", "O"], "xyz": [[-1.935, 0.630, -2.756], [-1.165, 0.379, -1.442], [0.336, 0.164, -1.700], [1.174, 0.232, -0.427], [0.785, -0.919, 0.474], [-1.640, -0.770, -0.643], [-2.725, -0.113, -2.856], [-2.406, 1.599, -2.749], [-1.333, 0.506, -3.640], [-1.272, 1.261, -0.797], [0.703, 0.896, -2.398], [0.441, -0.793, -2.234], [2.234, 0.089, -0.647], [0.951, 1.165, 0.083], [1.194, -1.769, 0.102], [1.115, -0.775, 1.444], [-2.497, -0.541, -0.159], [-1.880, -1.551, -1.236], [-0.245, -1.027, 0.404], [2.276, -1.770, 3.345], [2.371, -0.258, 3.393], [2.290, -0.995, 2.771], [0.025, 1.004, 4.417], [0.589, 2.158, 3.571], [0.616, 1.198, 3.677]], "nbo_charge": [-0.6331, -0.0498, -0.4293, -0.2154, -0.7236, -0.8654, 0.2182, 0.2340, 0.2226, 0.1935, 0.2437, 0.2105, 0.2284, 0.2201, 0.4139, 0.4715, 0.3874, 0.3776, 0.4573, 0.4920, 0.5097, -0.9670, 0.4874, 0.4859, -0.9702]}

***

{"formula": "C4H17N2O4S", "method": "ωB97M-V/def2-TZVPD", "total_charge": -1, "de_lowest_ev": 1.2845, "multiplicity": 1, "homo_energy_ev": -4.80, "lumo_ev": 2.8552, "symbols": ["C", "N", "C", "C", "S", "N", "C", "O", "H", "H", "H", "H", "H", "H", "H", "H", "H", "H", "H", "H", "H", "O", "H", "H", "O", "H", "H", "O"], "xyz": [[1.402, -0.647, -0.680], [1.648, -0.356, 0.744], [0.265, 0.190, -1.347], [-0.006, -0.160, -2.822], [1.705, -0.158, -3.694], [-1.002, 0.017, -0.653], [-1.326, 1.132, 0.272], [-0.675, 1.047, 1.449], [2.371, -0.223, -1.101], [1.401, -1.707, -0.828], [1.462, 0.657, 0.874], [1.042, -0.876, 1.412], [0.559, 1.336, -1.290], [-0.621, -1.030, -2.937], [-0.803, 0.617, -3.047], [1.715, 1.214, -3.466], [-1.140, -0.885, -0.177], [-1.293, 2.271, -0.062], [-2.460, 1.002, 0.551], [-0.863, -2.630, 1.471], [0.025, -2.638, 0.178], [-0.601, -3.086, 0.628], [0.057, 2.966, 2.993], [0.389, 1.963, 1.911], [0.785, 2.839, 2.351], [-1.981, -1.267, 2.803], [-0.894, -0.254, 2.030], [-1.159, -1.335, 2.437]], "nbo_charge": [-0.2542, -0.8514, -0.0738, -0.4887, -0.1179, -0.7158, 0.1164, -0.9047, 0.1967, 0.1774, 0.3706, 0.3664, 0.1879, 0.2242, 0.2266, 0.1326, 0.3960, 0.1502, 0.1104, 0.5118, 0.4468, -1.0016, 0.4454, 0.4972, -1.0340, 0.4517, 0.5135, -1.0799]}

***

| no. | electronic energy (hartree) |
| --- | --- |
| 1 | -689.65266 |
| 2 | -787.12262 |
| 3 | -422.38806 |
| 4 | -971.23824 |